{"formula": "C11H25FNO2P2Ru", "method": "ωB97M-V/def2-TZVPD", "elements": ["C", "C", "N", "C", "C", "C", "C", "P", "Ru", "P", "C", "O", "O", "H", "H", "H", "C", "C", "H", "H", "H", "H", "C", "C", "H", "H", "H", "H", "H", "H", "H", "H", "H", "H", "H", "H", "H", "H", "H", "H", "H", "H", "F"], "coordinates": [[-0.833415, 0.954410, -4.353867], [-1.006049, 0.537868, -2.989743], [-0.044312, 0.985649, -2.086901], [0.834840, 1.957994, -2.364285], [0.856648, 2.555901, -3.642555], [0.033786, 1.994416, -4.633641], [-1.985244, -0.286351, -2.432649], [-2.137925, -0.573850, -0.636730], [0.070119, -0.133811, -0.341729], [1.842810, 1.146213, 0.178600], [1.702282, 2.428723, -1.209092], [-0.486632, -3.733540, -4.120221], [0.294174, -4.124384, -0.530078], [-1.462626, 0.455649, -5.098940], [1.483364, 3.431277, -3.793245], [0.070542, 2.410358, -5.634156], [-3.537400, 0.525832, -0.220819], [-2.642498, -2.210152, -0.117785], [2.727326, 2.719230, -1.496915], [1.245698, 3.307739, -0.713879], [-1.127802, -3.197189, -3.652328], [-2.510377, -0.990648, -3.130886], [1.972300, 2.036719, 1.741053], [3.498593, 0.444286, -0.119124], [0.800022, -0.939906, 1.276483], [0.915474, -4.566734, 0.117287], [0.517101, -4.441171, -1.407073], [0.251269, -3.108025, -4.304777], [-0.944852, 0.366258, 0.762547], [1.194255, -1.038019, -0.939823], [-4.353532, 0.188548, -0.876123], [-3.840767, 0.477811, 0.836234], [-3.244499, 1.553578, -0.476838], [-3.480300, -2.543928, -0.731061], [-1.802560, -2.905516, -0.194029], [-2.970155, -2.191016, 0.925780], [4.264492, 1.222195, -0.224393], [3.754975, -0.214105, 0.718410], [3.446995, -0.156151, -1.033374], [2.888131, 2.624049, 1.823204], [1.113400, 2.695740, 1.864225], [1.962028, 1.301918, 2.547778], [0.679419, -1.817664, 1.778756]], "forces_ev_per_angstrom": [[-2.503, -2.994, 1.473], [1.644, 0.803, -0.184], [-2.375, -0.912, 0.696], [2.037, 1.340, 0.013], [-1.071, -1.107, -0.487], [2.525, 2.952, -0.336], [-0.969, -2.027, -1.297], [0.478, 1.189, -0.564], [-1.576, 0.191, -1.116], [0.513, 0.978, -1.065], [0.016, 0.202, 0.513], [0.998, 0.509, -0.231], [0.722, -0.619, 1.324], [0.235, 0.490, 0.171], [-0.075, -0.239, -0.286], [-0.050, -0.003, 0.081], [0.077, -0.114, -0.049], [-0.344, -0.592, -0.338], [-0.411, 0.011, -0.130], [0.125, -0.095, -0.071], [-0.153, 0.167, 0.145], [0.039, 1.007, 0.559], [0.291, 0.274, 0.227], [0.063, -0.154, 0.176], [-0.186, -1.627, 1.026], [-1.047, 0.831, -1.290], [0.173, -0.165, -0.148], [-0.789, -0.631, 0.190], [-0.260, 0.643, 1.712], [1.683, -1.378, -0.327], [0.013, 0.316, 0.277], [0.196, -0.088, -0.371], [-0.163, -0.321, 0.036], [-0.081, -0.200, 0.002], [-0.062, 0.072, -0.087], [0.116, 0.225, -0.117], [-0.187, -0.086, 0.091], [0.019, 0.041, -0.185], [0.022, 0.147, 0.198], [0.011, 0.041, -0.055], [-0.039, -0.066, -0.029], [-0.036, 0.014, -0.019], [0.382, 0.976, -0.128]], "spin_multiplicity": 6, "e_lumo_ha": [0.02438, -0.06482], "total_energy_ev": -41268.4195, "gap_ha": [0.1757, 0.2515], "relative_energy_kcal_mol": 0.00}

***

{"formula": "C11H25N3O12P2", "method": "ωB97M-V/def2-TZVPD", "elements": ["O", "C", "C", "O", "P", "O", "O", "O", "N", "O", "C", "C", "C", "C", "O", "P", "O", "O", "O", "H", "H", "H", "H", "H", "H", "H", "H", "H", "H", "H", "H", "H", "H", "H", "C", "N", "C", "O", "C", "N", "C", "C", "O", "H", "H", "H", "H", "H", "H", "H", "H", "H", "H"], "coordinates": [[6.585259, 0.384010, 3.112010], [6.054430, 0.389661, 2.001897], [6.594198, 1.278665, 0.862796], [7.495266, 2.326613, 1.284834], [7.743436, 3.424002, 0.125446], [7.765765, 2.847173, -1.227434], [9.089485, 4.157148, 0.481320], [6.589672, 4.478690, 0.053400], [4.942215, -0.443973, 1.834701], [4.520726, -1.238909, 2.939718], [4.212755, -0.572427, 0.570165], [2.994429, 0.369922, 0.499038], [1.758295, -0.290029, 1.128824], [0.493346, 0.574080, 1.097578], [-0.012444, 0.734561, -0.238659], [-1.615738, 1.046883, -0.303735], [-2.419531, -0.005055, -0.959686], [-2.293297, 1.158061, 1.104296], [-1.780252, 2.436816, -1.029026], [7.107135, 0.627237, 0.147327], [5.731416, 1.722963, 0.355572], [8.984600, 4.293154, 1.429192], [6.778617, 4.816701, -0.832695], [5.130432, -1.074508, 3.691565], [4.876817, -0.367746, -0.274980], [3.885728, -1.611123, 0.449748], [3.218067, 1.318370, 0.997835], [2.775098, 0.588739, -0.551122], [1.984955, -0.526909, 2.173471], [1.544857, -1.234434, 0.617546], [0.703911, 1.554551, 1.537905], [-0.236312, 0.068894, 1.740176], [-3.204824, 1.000814, 0.823717], [-1.177056, 3.000783, -0.536937], [-4.391348, -1.523191, -4.121844], [-4.567748, -1.445150, -2.673920], [-5.664119, -1.866610, -2.029841], [-6.635270, -2.346529, -2.611058], [-5.662113, -1.674275, -0.507773], [-6.235104, -2.790919, 0.251237], [-7.516906, -2.985893, 0.557154], [-8.559795, -1.958646, 0.162267], [-7.850928, -3.976554, 1.188359], [-5.199164, -0.984230, -4.620429], [-4.418124, -2.566566, -4.442144], [-3.434255, -1.082541, -4.404098], [-3.810395, -1.042490, -2.125509], [-6.189957, -0.748802, -0.282784], [-4.629678, -1.542638, -0.183684], [-5.618419, -3.536920, 0.529790], [-8.591349, -1.875462, -0.922361], [-9.532065, -2.288325, 0.524094], [-8.314720, -0.997636, 0.606744]], "forces_ev_per_angstrom": [[-0.085, 0.226, -0.729], [-0.270, -0.857, 2.387], [-0.979, -0.583, -0.464], [-0.529, 0.666, -0.031], [0.366, -2.751, -2.775], [0.637, -0.433, 0.182], [-0.610, -0.289, 1.048], [-0.626, 1.002, 1.496], [1.677, 1.224, -0.706], [-0.060, 0.348, -0.965], [-0.516, 0.083, 0.548], [-0.373, -0.550, -0.191], [-0.015, 0.537, -0.296], [0.941, -0.717, 1.204], [-2.092, 0.909, 0.689], [-0.227, -3.040, -2.380], [0.606, 0.246, -0.802], [0.789, 1.060, 1.434], [0.669, -0.013, 0.369], [0.002, 0.203, 0.038], [0.171, -0.006, -0.073], [0.896, 0.583, 0.649], [-0.628, 0.372, -0.283], [0.201, 0.493, -0.834], [0.232, -0.011, 0.392], [0.118, 0.102, 0.121], [0.051, -0.081, -0.035], [0.065, 0.027, 0.044], [-0.156, 0.019, -0.040], [0.014, 0.053, 0.050], [-0.046, 0.012, -0.123], [-0.075, 0.195, -0.258], [-0.428, -0.182, 0.572], [0.152, 1.060, -0.278], [-0.417, -0.090, 0.328], [1.042, 0.444, 0.228], [-1.094, -0.464, -0.572], [0.461, 0.160, 0.378], [0.184, -0.576, 0.214], [1.522, 1.210, -0.961], [-1.778, -0.472, 0.629], [0.303, -0.169, -0.166], [0.070, -0.210, 0.037], [0.059, -0.082, -0.058], [-0.023, 0.085, -0.065], [-0.111, -0.033, 0.191], [-0.156, -0.088, -0.163], [-0.129, -0.013, -0.006], [0.014, 0.053, 0.129], [-0.033, -0.033, -0.034], [0.058, 0.181, -0.068], [0.197, -0.043, 0.059], [-0.041, 0.232, -0.061]], "e_lumo_ha": -0.00844, "total_energy_ev": -59435.1688, "gap_ha": 0.3272}

***

{"formula": "C11H25N3O2P2Ti", "method": "ωB97M-V/def2-TZVPD", "elements": ["Ti", "P", "P", "N", "N", "H", "H", "H", "C", "H", "C", "H", "H", "C", "C", "H", "C", "H", "H", "H", "H", "H", "O", "C", "C", "C", "H", "H", "H", "H", "H", "H", "H", "C", "H", "C", "C", "N", "O", "H", "H", "H", "H", "H"], "coordinates": [[0.302829, -0.178786, -0.014401], [-1.183892, -2.294524, -0.463967], [1.470824, 0.071167, 2.424058], [-0.613132, 0.380909, -1.608657], [1.186793, 1.637160, -0.145217], [-0.661525, 2.010679, -2.808275], [1.878851, 2.525421, -1.945539], [0.730516, 0.957792, -3.139281], [0.117801, 1.400231, -2.330995], [0.427032, 3.241328, -1.297398], [0.954666, 2.282188, -1.412261], [-1.645719, -0.220416, -3.340795], [2.163807, 3.304969, 0.651976], [-1.832231, -0.088636, -2.276745], [1.804769, 2.295057, 0.850459], [-2.254879, -2.201073, -2.574882], [-2.279476, -1.487894, -1.717625], [-3.285823, -1.413286, -1.280434], [0.708493, 0.258752, 3.610254], [2.686707, -0.421548, 2.978235], [-2.153495, -2.915577, 0.351460], [-0.945293, -3.441588, -1.230897], [-1.129918, 0.344928, 1.318019], [-2.119849, 1.053772, 1.710805], [-3.493864, 0.438996, 1.635238], [-2.026103, 2.535819, 1.820760], [-2.640701, 0.668145, -2.359551], [-3.492776, -0.230127, 0.761059], [-3.860344, -0.116741, 2.512453], [-4.198261, 1.267032, 1.453580], [-1.183819, 2.904055, 1.216554], [-2.974931, 2.893437, 1.393578], [-1.934664, 2.962664, 2.827964], [1.971826, 1.741876, 2.109973], [2.414262, 2.367492, 2.871014], [2.618843, -3.327672, 0.554322], [2.715575, -2.222310, -0.447008], [3.754340, -2.290844, -1.289826], [1.901116, -1.239759, -0.540280], [3.446109, -4.036191, 0.388588], [1.658429, -3.854969, 0.440465], [2.694297, -2.920713, 1.574712], [3.908324, -1.573298, -1.980934], [4.394485, -3.067918, -1.250558]], "forces_ev_per_angstrom": [[-0.667, -2.195, 1.722], [-0.192, 0.362, -0.071], [-0.131, -0.877, 0.010], [-0.514, 0.265, -0.333], [1.277, 1.873, 1.094], [0.469, 0.388, -0.324], [0.273, 0.051, 0.354], [-0.047, 0.181, 0.131], [-1.229, -0.289, -0.696], [0.145, -0.155, 0.352], [-0.113, 0.507, -0.748], [0.428, -0.299, -0.346], [-0.044, 0.004, 0.065], [0.813, -0.361, -0.003], [-0.531, 0.033, -1.400], [-0.605, 0.580, 0.662], [-0.510, 0.460, -0.931], [0.217, -0.252, -0.400], [0.327, -0.139, -0.099], [-0.241, 0.140, 0.233], [0.010, 0.069, 0.031], [0.380, -0.258, 0.116], [-2.566, 1.339, 1.423], [1.503, -1.587, -1.392], [-0.287, 0.242, 0.080], [-0.046, 0.441, -0.478], [0.074, -0.234, 0.906], [-0.069, 0.096, 0.347], [0.400, 0.153, -0.185], [0.051, -0.544, 0.095], [-0.201, -0.116, 0.214], [0.441, 0.373, 0.191], [-0.058, -0.394, -0.065], [0.256, 0.697, -0.144], [0.093, 0.046, 0.067], [-0.009, -0.201, 0.130], [-0.884, 1.767, -0.672], [-0.128, -0.014, 0.130], [2.366, -2.611, -0.048], [-0.429, 0.184, 0.227], [0.302, 0.264, 0.121], [-0.145, -0.134, -0.362], [-0.124, -0.010, 0.028], [-0.056, 0.155, -0.032]], "spin_multiplicity": 4, "charge": 1, "e_lumo_ha": [-0.09910, -0.17641], "total_energy_ev": -62063.2960, "gap_ha": [0.1853, 0.1998], "relative_energy_kcal_mol": 3.84}

***

Across the entries above, molar mass takes the values 385.34; 453.28; 341.15 g/mol, respectively.
Across the entries above, maximum force takes the values 0.0811; 0.0763; 0.0685 Eh/bohr, respectively.